--- w ---
{
  "formula": "C6H12O4",
  "method": "wB97M-V/def2-TZVPD",
  "mol_weight_da": 148.16,
  "lumo_energy_ev": 0.75,
  "homo_energy_ev": -9.55,
  "total_charge": 0,
  "symbols": ["O", "C", "H", "C", "C", "H", "C", "H", "C", "O", "H", "H", "H", "H", "H", "H", "H", "O", "C", "H", "O", "H"],
  "xyz": [[2.48, 0.18, -0.02], [-1.55, 0.57, 0.20], [-1.60, -0.85, 1.81], [3.13, -0.99, -0.43], [0.39, -0.77, 0.90], [-0.96, 2.58, 0.14], [-0.91, -0.13, 1.36], [-2.49, 0.95, 0.53], [1.09, 0.17, -0.17], [-1.82, -0.35, -0.87], [0.83, -0.08, -1.20], [2.70, -1.87, 0.04], [4.20, -0.89, -0.22], [-0.85, 1.74, -1.45], [1.05, -0.89, 1.76], [0.21, -1.77, 0.48], [2.98, -1.08, -1.52], [-2.78, -1.25, -0.47], [-0.71, 1.66, -0.37], [-0.71, 0.66, 2.11], [0.67, 1.50, 0.00], [-2.46, -2.14, -0.54]]
}

---

--- x ---
{
  "formula": "C6H12O4",
  "method": "wB97M-V/def2-TZVPD",
  "mol_weight_da": 148.16,
  "lumo_energy_ev": 0.77,
  "homo_energy_ev": -9.51,
  "total_charge": 0,
  "symbols": ["C", "H", "H", "O", "C", "H", "O", "H", "C", "H", "H", "O", "H", "O", "C", "C", "H", "H", "H", "H", "H", "C"],
  "xyz": [[1.07, -1.00, 2.99], [-4.22, 1.01, 2.58], [2.49, 0.53, 2.19], [-1.89, 1.91, 3.17], [0.61, -0.13, 1.17], [-3.23, -0.17, 1.66], [-2.37, 3.52, 1.03], [-3.96, 1.20, 0.80], [-3.51, 0.89, 1.76], [1.04, -0.45, 3.95], [1.24, -2.07, 3.19], [-1.16, 1.43, 0.69], [0.48, -0.67, 0.22], [-0.13, -0.79, 2.22], [0.22, 1.32, 1.01], [-2.27, 1.68, 2.04], [0.43, 1.88, 1.93], [2.63, -1.07, 1.39], [-1.56, 2.94, 0.36], [-1.86, 4.07, 1.62], [0.80, 1.75, 0.17], [1.95, -0.38, 1.90]]
}

---

--- y ---
{
  "formula": "C6H12O4",
  "method": "wB97M-V/def2-TZVPD",
  "mol_weight_da": 148.16,
  "lumo_energy_ev": 0.48,
  "homo_energy_ev": -9.93,
  "total_charge": 0,
  "symbols": ["H", "H", "C", "H", "O", "H", "H", "H", "H", "C", "H", "C", "H", "O", "C", "H", "O", "H", "H", "C", "C", "O"],
  "xyz": [[1.92, -0.92, 0.55], [2.02, 0.13, 2.65], [-0.35, -1.04, 0.58], [2.19, 0.93, -1.46], [-1.22, -1.08, 1.69], [2.17, 1.70, 0.81], [-2.75, -0.47, -2.10], [-3.14, -1.45, -0.81], [-0.09, 1.62, 0.52], [0.99, -0.42, 0.98], [-1.66, -2.10, -1.87], [0.97, 0.97, -1.07], [-1.39, 0.49, -0.25], [0.05, -0.04, -1.54], [1.04, 1.02, 0.39], [-0.02, -2.03, 0.31], [1.20, -0.31, 2.45], [-0.49, 2.46, -1.44], [-0.95, -0.10, 2.37], [-1.02, -0.46, -0.62], [-2.00, -1.25, -1.34], [0.52, 2.30, -1.70]]
}

---

Quick one: most stable of them? x

---

--- w ---
{
  "formula": "C2H6NO2P",
  "method": "wB97M-V/def2-TZVPD",
  "mol_weight_da": 107.05,
  "lumo_energy_ev": 0.14,
  "homo_energy_ev": -9.69,
  "total_charge": 0,
  "symbols": ["H", "C", "H", "N", "H", "H", "H", "C", "P", "H", "O", "O"],
  "xyz": [[-0.94, 0.85, 0.95], [1.55, 0.58, -0.29], [1.07, 1.50, 0.21], [-1.95, -1.20, 0.14], [2.02, 0.73, -1.25], [2.31, 0.25, 0.47], [-3.01, -1.05, 0.25], [0.49, -0.42, -0.43], [-1.16, 0.20, -0.22], [-1.59, -1.63, 0.97], [-1.78, 1.10, -1.20], [0.69, -1.55, -0.71]]
}

---

--- x ---
{
  "formula": "C2H6NO2P",
  "method": "wB97M-V/def2-TZVPD",
  "mol_weight_da": 107.05,
  "lumo_energy_ev": 0.61,
  "homo_energy_ev": -9.43,
  "total_charge": 0,
  "symbols": ["H", "O", "H", "C", "H", "H", "H", "O", "N", "H", "P", "C"],
  "xyz": [[-3.23, -0.51, 1.06], [0.20, 1.26, 0.61], [2.14, 0.04, -0.72], [1.43, -0.59, -0.31], [1.83, -0.88, 0.75], [-1.98, 1.12, 0.21], [0.79, 1.00, 1.33], [-1.11, -1.89, -0.12], [0.12, 0.01, -0.13], [1.45, -1.43, -0.94], [-2.06, 0.26, 1.35], [-1.00, -0.75, 0.22]]
}

---

--- y ---
{
  "formula": "C2H6NO2P",
  "method": "wB97M-V/def2-TZVPD",
  "mol_weight_da": 107.05,
  "lumo_energy_ev": [-0.45, -0.52],
  "homo_energy_ev": [-8.71, -7.70],
  "total_charge": 0,
  "symbols": ["H", "N", "H", "H", "H", "H", "C", "C", "O", "H", "O", "P"],
  "xyz": [[2.55, -1.32, 0.80], [1.05, -0.04, 0.70], [1.04, -2.19, 0.94], [-2.65, 0.91, -1.01], [-1.34, 1.03, -2.33], [1.62, -1.18, 2.33], [-1.72, 0.48, -1.37], [1.56, -1.30, 1.25], [0.13, 2.55, -0.69], [-1.83, -0.67, -1.20], [-0.20, 0.57, 1.04], [-0.21, 1.16, -0.47]]
}

---

--- z ---
{
  "formula": "C2H6NO2P",
  "method": "wB97M-V/def2-TZVPD",
  "mol_weight_da": 107.05,
  "lumo_energy_ev": 0.31,
  "homo_energy_ev": -9.25,
  "total_charge": 0,
  "symbols": ["O", "C", "H", "P", "H", "O", "C", "H", "H", "H", "H", "N"],
  "xyz": [[-0.15, 1.72, 1.93], [0.13, -0.36, 0.02], [-0.83, -0.24, -1.97], [0.89, 1.32, 0.11], [0.50, -2.46, -0.16], [-0.25, 1.54, -1.05], [-0.89, 0.26, -0.99], [-0.43, -0.42, 0.97], [0.42, 1.39, 2.65], [1.50, -1.60, -0.99], [-1.86, 0.36, -0.38], [0.98, -1.51, -0.13]]
}

---

Quick one: most stable of them? w